1.
Density functional theory data (ωB97M-V/def2-TZVPD) for a 7-piece molecular cluster, C25H42O21 overall at a distorted geometry.

Summary:
Total charge ... 0
Molar mass ... 678.59 Da
Energy relative to the best compared isomer or geometry (same formula, charge and spin) ... 9.4118 eV
Lowest unoccupied orbital energy ... 0.4 eV
HOMO ... -9.9 eV

Structure (XYZ):
```
88
Properties=species:S:1:pos:R:3:forces:R:3
C -1.423384 0.550419 1.115396 0.6 -0.7 4.1
C -1.753215 -0.919390 1.474356 -1.5 1.5 1.8
C -3.030948 -1.354716 0.680611 -0.2 0.6 0.5
O -2.625254 -2.621862 0.193154 -1.9 0.1 0.4
C -1.381971 -2.867027 0.479872 2.0 -3.0 -0.4
O -0.882540 -3.908653 0.095367 0.2 1.3 0.5
O -0.764529 -1.944011 1.243133 -1.1 0.5 -1.0
H -0.772798 0.947658 1.952025 -0.8 -0.3 -0.7
H -2.342641 1.131334 1.178720 0.0 0.0 -0.4
H -0.820115 0.719502 0.302131 0.7 0.0 -2.6
H -1.939716 -0.945335 2.589907 0.1 0.0 -1.1
H -3.073328 -0.728035 -0.197707 -0.4 0.4 -0.2
H -4.077834 -1.340028 1.204790 2.2 -0.4 -0.7
C -3.143237 -3.139156 -2.585323 2.4 0.8 -1.8
C -2.319571 -4.340208 -3.010963 -2.3 -0.1 1.0
C -3.216763 -5.489552 -3.574692 -0.3 2.0 0.1
O -2.539977 -5.766992 -4.791623 0.0 -1.3 -0.5
C -1.680147 -4.820595 -5.123246 1.7 1.5 -3.3
O -1.120167 -4.722009 -6.241126 -1.8 -0.3 4.2
O -1.571435 -3.885863 -4.110843 0.9 -1.7 -1.5
H -2.436828 -2.361261 -2.262430 -0.5 -0.3 0.1
H -3.813580 -3.353018 -1.856022 -1.9 -0.7 2.4
H -3.669192 -2.718278 -3.440537 0.0 -0.2 -0.2
H -1.747344 -4.746487 -2.184468 0.7 0.3 0.0
H -4.194893 -5.009968 -3.849664 0.6 -0.9 0.3
H -3.330174 -6.358957 -2.898861 0.2 0.4 -0.7
C 1.029805 3.554368 0.006286 -0.1 -1.4 0.8
C 0.531548 4.208039 -1.239642 2.2 -0.6 -1.9
C 0.187552 3.356795 -2.451189 5.5 -3.7 -1.1
O -0.894268 3.918729 -3.030167 1.1 -1.7 -5.1
C -1.477469 4.599115 -2.169489 -5.5 3.2 0.7
O -2.578398 5.122901 -2.415277 2.8 -0.8 1.9
O -0.717008 4.585220 -1.093779 -8.0 3.0 4.8
H 2.092307 3.465117 0.048949 0.9 -0.3 -0.5
H 0.595891 2.520090 0.183692 0.4 1.2 -0.5
H 0.846706 4.135682 0.905658 -0.6 0.4 -0.1
H 0.854797 5.198693 -1.470377 2.9 0.4 -0.3
H -0.091076 2.412738 -2.018742 -0.3 -0.8 0.1
H 0.998064 3.075067 -3.231607 -1.3 0.9 1.3
C -2.069778 -1.018551 -6.496751 0.5 0.8 1.2
C -1.174671 -1.174243 -5.210784 1.4 1.7 -2.4
C -0.031782 -0.081967 -5.077614 -0.8 0.9 -0.3
O -0.583329 0.705457 -4.015386 1.7 1.0 -0.9
C -1.516341 0.028964 -3.396881 1.1 5.3 4.7
O -1.915233 0.419174 -2.319023 -0.5 -0.5 0.0
O -1.875776 -0.976507 -3.992944 -2.1 -5.7 -3.2
H -1.586718 -1.441683 -7.353257 0.6 0.0 -0.4
H -2.539007 -0.056279 -6.744475 1.1 0.4 0.4
H -2.958833 -1.555100 -6.401040 -1.3 -1.6 0.6
H -0.636235 -2.093602 -5.281810 -0.5 -1.0 0.5
H -0.034686 0.572336 -5.958513 0.3 -0.3 0.1
H 1.027284 -0.318485 -4.795279 -1.1 -0.5 -0.3
C -0.316741 5.437288 5.051198 -0.5 1.4 -0.9
O -0.627227 4.202197 4.426370 -0.2 -1.9 0.3
C 0.172475 3.111054 4.520688 6.6 1.7 3.7
O 1.485568 3.137829 5.001674 -7.9 0.0 -2.9
O -0.461039 2.017113 4.182201 -0.1 -0.7 0.7
C 0.356497 0.800012 4.362853 1.0 0.1 -0.6
H 0.699388 5.572608 5.125048 2.5 -0.2 0.6
H -0.794882 5.808890 5.962280 -0.4 -1.5 0.3
H -0.570303 6.228558 4.362614 -0.5 0.0 -0.7
H 0.618029 0.508458 5.401658 0.4 1.5 -0.4
H 1.185195 1.032905 3.657935 0.0 -1.0 1.2
H -0.136377 -0.142785 4.124655 -0.9 0.7 -1.1
C 1.149464 -2.400546 -2.089001 0.5 0.4 -2.8
O 1.957369 -2.294164 -0.950051 0.0 -2.4 -0.5
C 2.165792 -1.154773 -0.470308 -1.8 10.3 -2.1
O 1.844770 0.109389 -1.043742 1.4 -7.2 2.4
O 2.684631 -1.172013 0.708986 0.8 -1.2 0.2
C 2.906083 0.006394 1.435931 -0.2 0.0 2.3
H 0.766357 -3.370821 -2.228729 0.7 -1.9 0.3
H 1.694666 -2.127712 -3.083795 -1.0 0.0 2.0
H 0.197439 -1.959985 -1.932855 -0.5 1.7 0.0
H 2.494202 -0.184355 2.439372 0.1 0.1 -0.4
H 2.542581 0.910640 1.065330 -1.4 0.9 -1.2
H 3.919563 0.281378 1.604817 1.3 -0.8 -0.1
C 3.620241 -1.937557 4.704774 -0.9 0.8 -1.6
O 4.109938 -1.091937 5.780062 1.1 -0.6 0.8
C 4.122050 0.214030 5.687708 -2.7 3.1 -6.9
O 3.707169 0.786216 4.510218 2.4 -2.6 6.5
O 4.497066 0.893128 6.778963 -0.1 -4.6 -0.1
C 4.422076 2.240177 6.658069 -0.1 3.5 -1.4
H 2.515180 -1.700461 4.646513 1.1 -1.1 0.2
H 4.005771 -2.961585 4.797531 -0.9 0.2 1.3
H 3.982051 -1.813886 3.652719 0.2 1.4 1.0
H 4.960117 2.837188 7.403737 0.0 -1.0 0.5
H 3.364712 2.555031 6.662073 0.5 0.1 -0.4
H 4.948361 2.452520 5.719984 -0.7 0.7 -0.1
```
Forces are in eV/Å.



2.
Density functional theory data (ωB97M-V/def2-TZVPD) for C7H9N as an isolated structure at a distorted geometry.

Summary:
Total charge ... 0
Molar mass ... 107.16 Da
Energy relative to the best compared isomer or geometry (same formula, charge and spin) ... 5.7848 eV
Lowest unoccupied orbital energy ... 0.8 eV
HOMO ... -8.7 eV

Structure (XYZ):
```
17
Properties=species:S:1:pos:R:3:forces:R:3
C -1.124692 -0.405505 0.842444 0.3 -2.1 3.5
C -1.391172 0.481829 -0.870123 -1.9 -2.1 -5.5
C -0.127129 -0.009923 -0.320861 3.8 0.2 4.1
C 0.880657 -1.244030 -0.449981 -0.9 0.7 -0.5
C 2.165570 -0.754892 -0.289154 0.5 -3.3 0.7
C 2.122353 0.676635 0.034889 3.9 -2.4 0.8
C 0.913735 1.096363 0.122317 -4.2 1.4 -1.0
H -0.734222 -1.340668 1.489422 -1.4 1.3 -1.8
H -1.419207 0.247603 1.673942 1.0 0.8 -0.4
H -3.173329 0.356136 0.140937 3.1 -3.6 0.0
H -1.493916 1.474533 -0.559754 -0.2 1.6 0.4
H -1.591508 0.412488 -2.018439 0.4 0.3 1.8
H 0.316728 -2.244367 -0.392209 1.8 1.4 -0.5
H 3.274632 -1.378190 -0.092924 -3.8 1.7 -0.8
H 3.088420 0.952241 0.467610 -0.5 1.3 -0.5
H 0.584419 2.129856 0.318641 0.2 -0.6 0.1
N -2.291333 -0.450117 -0.096763 -1.8 3.6 -0.1
```
Forces are in eV/Å.



3.
Density functional theory data (ωB97M-V/def2-TZVPD) for a 6-piece molecular cluster, C9H18Cl12O3S3 overall at a distorted geometry.

Summary:
Total charge ... 0
Molar mass ... 695.88 Da
Energy relative to the best compared isomer or geometry (same formula, charge and spin) ... 0.0000 eV
Lowest unoccupied orbital energy ... 0.0 eV
HOMO ... -8.5 eV

Structure (XYZ):
```
45
Properties=species:S:1:pos:R:3:forces:R:3
C -4.348024 -0.813867 2.320294 0.5 0.1 0.3
S -3.189041 -1.994118 1.553068 -1.3 -0.4 -0.5
O -3.908827 -3.313990 1.532808 0.5 0.5 0.3
C -3.390824 -1.310181 -0.094347 0.1 1.0 -0.4
H -3.930613 0.194338 2.280682 0.0 0.0 -0.3
H -4.459900 -1.049081 3.378371 0.0 -0.3 -0.1
H -5.301377 -0.881297 1.803646 0.0 0.0 0.0
H -3.044532 -0.272826 -0.055133 0.3 -0.2 0.0
H -4.428393 -1.248886 -0.430470 -0.1 -0.5 0.4
H -2.797824 -1.835305 -0.842849 0.1 -0.2 0.2
C -1.817997 0.187509 -3.273911 -0.5 0.0 -0.5
S -1.612822 -1.508984 -3.919741 0.5 0.4 0.0
O -1.574380 -2.467057 -2.786044 -0.4 0.1 0.1
C -3.201275 -1.625068 -4.755625 -0.6 -0.6 0.6
H -2.879139 0.423740 -3.193022 0.0 0.0 0.3
H -1.395364 0.855499 -4.025717 0.1 0.0 0.1
H -1.317507 0.311386 -2.317957 0.1 -0.2 0.0
H -3.222996 -0.954220 -5.609452 0.1 -0.1 -0.2
H -4.070225 -1.447191 -4.112273 0.3 0.4 0.2
H -3.300688 -2.682526 -5.009002 0.2 0.1 -0.5
C 0.982641 -0.879890 1.562796 0.5 -0.2 0.0
S 0.307322 -0.238891 0.020815 -0.4 0.7 0.2
O -0.912932 0.578979 0.382366 0.7 -0.5 -0.2
C 1.598142 1.006840 -0.283986 0.1 -0.2 0.3
H 1.201022 -0.078942 2.268679 -0.3 0.1 0.0
H 1.915331 -1.420333 1.379070 0.0 0.1 -0.3
H 0.307967 -1.617608 1.990313 -0.3 0.2 -0.1
H 1.497422 1.449960 -1.270890 -0.3 -0.1 -0.1
H 2.599364 0.579094 -0.219612 -0.1 -0.1 0.1
H 1.464651 1.767875 0.483408 0.0 0.0 0.0
C 5.687269 2.349671 1.511958 -0.2 0.2 0.0
Cl 5.911039 0.900067 0.547760 0.0 -0.2 -0.1
Cl 4.091105 3.039070 1.163492 0.0 0.0 0.1
Cl 5.792142 1.951129 3.224680 0.0 0.0 0.1
Cl 6.923515 3.529046 1.094716 0.2 0.1 0.0
C 3.493630 5.436308 -1.944111 -0.3 0.2 -0.1
Cl 5.165504 4.920232 -1.785266 -0.1 -0.1 0.1
Cl 3.283043 6.236425 -3.505751 0.0 0.0 -0.1
Cl 2.393564 4.034086 -1.892881 0.3 0.3 0.2
Cl 3.067704 6.600164 -0.663240 0.1 -0.4 -0.1
C 1.288262 -3.740864 4.695967 -0.4 -0.1 0.1
Cl 1.389386 -3.914849 6.451050 0.0 -0.1 0.0
Cl -0.377135 -3.289270 4.255529 0.3 0.0 0.0
Cl 2.428483 -2.499119 4.185673 0.0 0.1 -0.1
Cl 1.693301 -5.267045 3.904121 0.0 0.0 0.1
```
Forces are in eV/Å.



4.
Density functional theory data (ωB97M-V/def2-TZVPD) for C7H9O4PY as an isolated structure at a distorted geometry.

Summary:
Total charge ... +3
Molar mass ... 277.02 Da
Lowest unoccupied orbital energy ... -14.7 eV
HOMO ... -21.3 eV

Structure (XYZ):
```
22
Properties=species:S:1:pos:R:3:forces:R:3
Y 0.185452 -0.167908 -0.626579 -0.3 -4.0 -0.4
O 1.287733 -0.759432 -3.918205 -1.9 0.8 5.3
C 0.908847 -0.577829 -2.840748 2.5 -1.2 -7.4
C -1.975302 0.393887 0.220767 -6.1 2.2 2.4
O -2.993679 0.749812 0.639333 4.8 -1.8 -2.0
C 1.408277 -0.149549 1.448311 4.5 0.6 7.3
O 2.013605 -0.067161 2.447255 -3.6 -0.5 -6.0
C 0.453651 2.060740 -0.315586 1.0 10.1 0.8
O 0.614525 3.214786 -0.244706 -0.9 -6.6 -0.4
C -1.495860 -4.349585 -0.615494 -0.7 -0.2 -1.0
P -0.782059 -2.756893 -0.189053 0.3 -0.5 1.3
C -1.237051 -2.686177 1.610529 -0.1 0.4 -0.2
C 1.031055 -3.178868 -0.374722 -0.2 0.8 -0.5
H -2.582222 -4.336764 -0.493650 0.1 0.0 0.0
H -1.068743 -5.120492 0.036974 0.0 0.3 0.0
H -1.277075 -4.610359 -1.652808 0.0 0.0 0.0
H -1.189374 -3.698150 2.041131 0.2 0.4 0.0
H -0.649779 -1.980580 2.221144 -0.1 -0.3 -0.1
H -2.290554 -2.347717 1.648391 0.4 -0.2 0.0
H 1.172265 -4.197861 -0.005371 0.2 0.1 0.2
H 1.280466 -3.195452 -1.451094 -0.1 -0.1 0.3
H 1.761430 -2.519961 0.123784 0.0 -0.2 0.1
```
Forces are in eV/Å.